No. 1
Molecular formula: C18H54N4O7
Method: DFT, ωB97M-V/def2-TZVPD

```
83
Properties=species:S:1:pos:R:3:forces:R:3
C -5.775 -3.646 12.550 0.69 0.28 0.17
O -5.096 -2.436 12.215 -2.05 -0.14 -1.68
C -4.068 -2.176 13.062 2.55 -0.06 0.41
C -2.982 -1.325 12.396 -2.38 2.74 1.02
C -3.570 0.039 11.934 -0.17 0.41 0.25
N -2.349 -1.951 11.307 0.90 -0.98 -1.23
H -5.032 -4.413 12.332 -0.26 -0.59 0.68
H -6.672 -3.889 11.980 0.14 0.75 -0.48
H -6.090 -3.546 13.589 0.21 -0.61 0.27
H -4.382 -1.774 14.026 -0.21 0.39 0.07
H -3.452 -3.042 13.304 -0.45 -0.89 0.17
H -2.337 -1.105 13.247 0.67 -0.11 -0.22
H -4.211 -0.030 11.054 -0.20 -0.50 0.04
H -2.824 0.773 11.630 0.49 -0.14 0.15
H -4.157 0.533 12.708 -0.10 -0.06 0.20
H -1.851 -1.243 10.785 0.68 0.15 0.19
H -3.054 -2.165 10.616 -0.52 -0.58 0.07
C -8.762 -0.805 15.508 -0.85 0.86 -0.13
O -8.057 -0.601 16.730 -1.36 -0.63 -0.71
C -8.814 -0.917 17.927 2.61 -0.23 0.19
C -7.785 -0.442 19.003 -2.10 -0.75 2.38
C -8.351 -0.756 20.441 0.84 -0.34 -0.47
N -7.613 0.988 19.020 0.15 -0.16 -0.43
H -9.646 -0.169 15.554 -0.27 0.15 -0.17
H -9.149 -1.791 15.251 0.40 -0.54 0.70
H -8.202 -0.475 14.633 0.51 0.03 0.40
H -9.789 -0.445 18.055 0.02 0.51 -0.44
H -8.958 -1.996 17.966 -0.07 -0.18 0.05
H -6.824 -0.934 18.857 -0.10 -0.13 -0.13
H -9.308 -0.258 20.594 -0.24 -0.20 -0.19
H -7.704 -0.356 21.221 0.29 0.18 -0.23
H -8.411 -1.821 20.669 -0.37 -0.12 -0.23
H -7.334 1.247 18.084 0.00 0.51 -0.11
H -8.542 1.358 19.160 -0.10 0.53 0.18
C -7.897 2.331 15.826 1.25 0.20 0.23
O -6.714 2.064 16.674 -0.24 0.04 -1.66
C -5.426 2.110 16.000 0.35 0.02 0.01
C -4.230 1.837 16.963 -1.46 0.37 -0.25
C -2.881 1.580 16.286 -0.25 0.83 0.39
N -4.572 0.678 17.736 -0.43 -0.63 0.54
H -8.812 2.083 16.364 0.35 0.16 0.44
H -7.975 1.777 14.890 0.69 -0.45 0.09
H -7.893 3.376 15.516 -0.05 0.20 0.31
H -5.315 1.353 15.224 -0.63 -0.07 -0.35
H -5.312 3.118 15.600 0.10 0.01 -0.36
H -4.293 2.677 17.655 0.93 0.60 -0.10
H -2.107 1.649 17.050 0.07 0.05 0.04
H -2.658 2.333 15.531 0.04 -0.12 -0.15
H -2.811 0.567 15.889 -0.33 0.08 -0.22
H -5.473 0.899 18.134 -0.32 -0.28 0.28
H -3.965 0.632 18.541 0.53 -0.22 0.23
C -5.608 -0.048 24.388 -0.79 -0.57 -1.26
O -5.548 -0.141 22.958 0.91 0.46 0.36
C -4.207 -0.053 22.434 -2.41 0.50 0.46
C -4.360 -0.149 20.947 1.01 -0.84 -0.24
C -4.507 -1.583 20.487 -0.61 -0.26 -0.33
N -3.111 0.368 20.360 -0.12 0.01 -0.01
H -5.434 -1.064 24.744 0.20 0.16 0.67
H -6.646 0.233 24.565 0.09 -0.03 0.42
H -4.944 0.699 24.822 0.18 -0.06 -0.09
H -3.847 0.961 22.606 0.37 0.04 0.66
H -3.592 -0.829 22.889 0.38 0.02 -0.12
H -5.200 0.464 20.620 -0.09 0.04 0.07
H -3.661 -2.203 20.784 0.28 0.14 -0.01
H -4.599 -1.612 19.401 0.07 -0.15 -0.08
H -5.383 -2.079 20.905 -0.16 0.22 0.07
H -2.409 -0.314 20.611 0.44 -0.16 -0.25
H -2.864 1.181 20.905 0.23 0.45 -0.20
C -2.450 -2.775 16.413 -0.47 -0.63 -0.18
O -3.544 -3.606 16.081 -0.09 -0.28 0.21
H -2.722 -2.126 17.246 0.24 0.24 0.10
H -1.650 -3.453 16.712 0.29 0.37 -0.12
H -2.218 -2.195 15.520 0.62 0.31 0.14
H -4.303 -3.023 16.159 -0.75 0.05 -0.08
C -7.012 -4.564 17.809 0.41 -0.30 -0.36
O -6.838 -5.924 18.135 0.02 -0.58 0.53
H -7.741 -4.139 18.499 -0.19 0.47 -0.33
H -6.052 -4.052 17.874 -0.07 0.38 -0.02
H -7.323 -4.580 16.765 -0.27 0.50 0.13
H -6.680 -5.924 19.082 0.13 -0.44 0.04
O -5.519 -1.542 16.521 0.25 -1.56 -0.76
H -6.424 -1.270 16.672 -0.59 0.14 -0.05
H -4.991 -0.861 16.938 0.56 1.03 0.45
```
Forces are in eV/Å.

For the molecular weight, the calculation gives 438.65 g/mol. As for the multiplicity: 1. The relative energy (zero: lowest compared OMol25 entry of this formula, charge and spin) is 46.1 kcal/mol. The structure (SMILES) is COC[C@H](C)N.COC[C@H](C)N.COC[C@H](C)N.COC[C@H](C)N.CO.CO.O. The HOMO energy comes out at -8.9697 eV.

Atom charges from the Mulliken analysis, given in e for atoms 1 to 4: -0.587, -0.429, -0.352, 0.689

***

No. 2
Molecular formula: C21H32N4O
Method: DFT, ωB97M-V/def2-TZVPD

```
58
Properties=species:S:1:pos:R:3:forces:R:3
C -5.794 -1.617 0.672 -0.09 0.28 -0.01
C -6.115 -0.346 -0.112 -0.43 -0.45 -0.05
C -6.578 -0.663 -1.534 0.00 0.17 0.24
N -4.970 0.533 -0.139 0.39 0.19 -0.06
C -3.749 0.296 -0.656 0.24 0.24 0.01
C -2.990 1.429 -0.444 -0.13 0.02 -0.07
C -1.563 1.650 -0.817 -0.02 -0.15 -0.07
N -0.707 0.646 -0.202 0.03 0.06 -0.03
C -0.686 0.764 1.245 0.00 -0.29 0.22
C 0.110 -0.407 1.828 -0.22 0.22 0.00
N 1.463 -0.498 1.314 -0.02 -0.01 0.15
C 2.399 0.420 1.938 0.15 -0.15 0.11
C 3.854 -0.063 1.780 -0.15 0.23 0.01
C 4.552 0.493 0.571 0.18 -0.05 0.01
C 4.748 1.863 0.440 -0.03 -0.03 0.00
C 5.381 2.385 -0.674 0.01 0.11 -0.02
C 5.837 1.541 -1.673 0.04 0.03 -0.12
C 5.660 0.174 -1.546 0.05 -0.01 -0.08
C 5.024 -0.346 -0.432 0.08 0.01 0.07
C 1.475 -0.469 -0.142 -0.06 -0.04 -0.44
C 0.973 -1.803 -0.713 0.46 -0.08 0.39
C 1.757 -2.995 -0.167 -0.69 -0.09 -0.06
O 3.093 -3.032 -0.613 0.52 0.08 -0.26
C 0.649 0.696 -0.711 0.28 -0.07 0.04
C -3.865 2.303 0.220 0.16 -0.30 -0.22
N -5.050 1.748 0.391 -0.65 0.40 0.41
H -5.443 -1.365 1.670 0.03 -0.01 0.09
H -5.023 -2.195 0.168 0.08 -0.09 -0.05
H -6.685 -2.232 0.762 -0.08 -0.10 0.00
H -6.894 0.221 0.408 0.20 -0.06 -0.09
H -7.488 -1.256 -1.504 -0.08 -0.09 -0.02
H -6.778 0.256 -2.078 -0.02 0.06 -0.07
H -5.815 -1.225 -2.068 0.07 -0.08 -0.08
H -3.487 -0.630 -1.123 0.03 -0.26 -0.10
H -1.449 1.557 -1.902 0.08 0.11 0.09
H -1.265 2.676 -0.530 0.01 -0.06 -0.07
H -0.235 1.724 1.563 -0.04 0.01 -0.03
H -1.713 0.733 1.615 0.06 0.04 0.04
H -0.408 -1.336 1.579 -0.11 0.03 0.08
H 0.148 -0.324 2.916 0.00 -0.05 -0.03
H 2.313 1.450 1.558 0.00 -0.01 0.10
H 2.155 0.439 3.003 -0.01 0.06 -0.06
H 4.411 0.244 2.669 0.02 -0.06 0.01
H 3.848 -1.152 1.738 0.02 -0.02 0.09
H 4.408 2.529 1.221 -0.04 0.07 0.08
H 5.523 3.453 -0.762 0.02 0.07 0.00
H 6.331 1.948 -2.543 0.04 0.03 -0.06
H 6.020 -0.491 -2.318 0.03 -0.05 -0.06
H 4.879 -1.413 -0.339 -0.04 -0.08 0.03
H 2.513 -0.338 -0.457 -0.17 -0.01 -0.02
H 1.075 -1.772 -1.802 -0.09 -0.03 -0.08
H -0.084 -1.925 -0.483 -0.09 -0.04 -0.08
H 1.245 -3.930 -0.441 0.03 0.11 0.10
H 1.813 -2.927 0.921 -0.09 -0.05 -0.07
H 3.094 -2.996 -1.577 0.01 -0.03 0.08
H 1.142 1.654 -0.456 -0.05 -0.01 -0.04
H 0.619 0.620 -1.801 0.04 0.03 0.00
H -3.676 3.299 0.569 0.02 0.23 0.09
```
Forces are in eV/Å.

For the molecular weight, the calculation gives 356.51 g/mol. As for the multiplicity: 1. The relative energy (zero: lowest compared OMol25 entry of this formula, charge and spin) is 11.2 kcal/mol. The structure (SMILES) is CC(C)n1cc(CN2CCN(CCc3ccccc3)[C@@H](CCO)C2)cn1. The HOMO energy comes out at -8.0500 eV.

Atom charges from the Mulliken analysis, given in e for atoms 1 to 4: -1.350, 0.140, -1.359, 1.042

***

No. 3
Molecular formula: H4O10P2Tl
Method: DFT, ωB97M-V/def2-TZVPD

```
17
Properties=species:S:1:pos:R:3:forces:R:3
Tl 20.009 -11.780 -19.692 -0.60 1.39 1.38
P 21.981 -13.383 -16.274 0.44 -1.86 2.82
O 21.030 -12.511 -17.017 0.37 -0.73 -0.65
O 21.646 -14.868 -15.931 -0.91 0.49 -1.24
O 22.238 -12.889 -14.778 0.27 0.59 -0.42
O 23.523 -13.394 -16.505 -0.16 0.88 -0.61
P 18.992 -9.405 -17.986 -0.78 1.39 0.59
O 18.053 -10.580 -18.346 -0.14 -0.92 -0.60
O 18.923 -9.008 -16.487 0.27 -0.51 -0.14
O 18.569 -8.096 -18.715 0.37 -0.39 -0.40
O 20.417 -9.909 -18.407 0.50 0.03 -0.64
O 18.901 -14.195 -18.358 -0.31 -0.33 -0.07
H 18.456 -15.026 -18.539 -0.01 -0.03 0.06
H 18.997 -14.158 -17.396 0.45 0.32 -0.03
O 21.208 -14.290 -20.861 0.47 -0.58 -0.38
H 20.761 -14.069 -21.684 -0.18 0.25 0.13
H 21.047 -15.230 -20.732 -0.04 -0.01 0.21
```
Forces are in eV/Å.

For the molecular weight, the calculation gives 430.35 g/mol. As for the net charge: -3. As for the multiplicity: 1. The relative energy (zero: lowest compared OMol25 entry of this formula, charge and spin) is 0.0 kcal/mol. The HOMO energy comes out at 3.6475 eV.

Atom charges from the Mulliken analysis, given in e for atoms 1 to 4: 0.469, 0.661, -0.236, -0.749

***

No. 4
Molecular formula: C4H6N2
Method: DFT, ωB97M-V/def2-TZVPD

```
12
Properties=species:S:1:pos:R:3:forces:R:3
C 2.932 -0.442 -0.055 -0.55 0.71 -0.40
C 0.215 0.251 1.321 -1.47 1.64 -1.31
C -0.421 0.111 -0.154 0.47 0.84 0.81
C -1.739 -0.581 -0.300 0.08 1.21 -1.96
N 3.844 -0.883 -0.585 0.24 -0.27 0.14
N -0.428 1.246 0.743 1.22 1.12 0.24
H 2.040 0.087 0.264 0.68 -0.56 0.28
H 0.317 0.081 -0.982 -0.69 0.24 0.48
H -1.791 -1.011 -1.309 -0.20 -0.29 0.44
H -2.605 0.076 -0.176 0.26 0.24 -0.15
H -1.812 -1.271 0.464 -0.32 -1.99 1.32
H -0.553 2.335 0.770 0.29 -2.89 0.11
```
Forces are in eV/Å.

For the molecular weight, the calculation gives 82.11 g/mol. As for the multiplicity: 1. The relative energy (zero: lowest compared OMol25 entry of this formula, charge and spin) is 110.5 kcal/mol. The HOMO energy comes out at -9.6541 eV.

Atom charges from the Mulliken analysis, given in e for atoms 1 to 4: 0.457, -0.605, 0.460, -1.265

***

No. 5
Molecular formula: C3H11NS2
Method: DFT, ωB97M-V/def2-TZVPD

```
17
Properties=species:S:1:pos:R:3:forces:R:3
C -2.542 0.003 1.688 4.77 3.58 3.52
N -2.525 0.713 0.501 0.18 2.95 -1.27
C -2.178 -0.026 -0.637 -2.11 -1.91 -2.69
H -1.479 -0.450 2.011 -1.97 0.83 -0.36
H -2.952 0.692 2.492 1.03 -0.63 -0.52
H -3.203 -0.711 1.721 -3.51 -4.33 -0.48
H -1.988 1.602 0.509 -0.65 -0.99 0.49
H -2.529 0.475 -1.622 0.58 -0.53 1.59
H -2.899 -0.983 -0.569 2.17 1.55 -0.47
H -1.093 -0.225 -0.762 -0.46 -0.53 0.18
C 3.779 -0.533 -0.037 0.26 1.02 -0.05
S 2.415 0.557 -0.471 -0.09 1.15 1.47
S 2.895 1.020 -2.430 0.25 0.77 0.32
H 3.376 -1.513 0.082 0.17 -0.78 0.21
H 4.313 -0.141 0.830 -0.21 -0.30 0.10
H 4.437 -0.434 -0.888 0.33 -0.51 -0.10
H 2.172 -0.046 -2.418 -0.75 -1.36 -1.95
```
Forces are in eV/Å.

For the molecular weight, the calculation gives 125.26 g/mol. As for the multiplicity: 1. The relative energy (zero: lowest compared OMol25 entry of this formula, charge and spin) is 51.2 kcal/mol. The structure (SMILES) is CNC.CSS. The HOMO energy comes out at -8.4635 eV.

Atom charges from the Mulliken analysis, given in e for atoms 1 to 4: -0.855, -0.291, -0.670, 0.203